The following is a DFT calculation (ωB97M-V/def2-TZVPD) of a structure of composition C33H47N6OPPdS2.

Gap between HOMO and LUMO (eV): 5.00
Relative energy (zero: lowest compared OMol25 entry of this formula, charge and spin) (kcal/mol): 7.3
E (eV): -80412.7439
HOMO (eV): -0.74
Largest force on an atom (Eh/bohr): 0.0078

```
! wB97M-V def2-TZVPD RIJCOSX def2/J DEFGRID3
* xyz -2 1
Pd 0.3661 -0.3328 1.8103
S -0.4650 -1.3616 4.4164
C -1.4003 -2.4634 3.5528
N -1.4695 -2.5787 2.2488
C -2.3370 -3.5557 1.8517
C -2.6003 -3.8968 0.5214
C -3.5019 -4.9075 0.2340
C -4.1552 -5.5981 1.2555
C -3.9029 -5.2794 2.5849
C -3.0013 -4.2686 2.8786
S -2.4664 -3.6364 4.4059
H -2.0763 -3.3585 -0.2570
H -3.7016 -5.1683 -0.7995
H -4.8591 -6.3862 1.0145
H -4.4058 -5.8163 3.3811
O 1.9789 -1.5420 1.4049
P 2.1577 -0.2691 0.4527
N 2.0341 1.2688 -0.4699
C 2.7990 2.4697 -0.1631
C 2.1034 3.5721 -0.9634
C 0.6380 3.1524 -0.9010
C 0.7274 1.6281 -0.9962
N 2.2809 -1.2132 -0.9805
C 2.5289 -0.7869 -2.3444
C 1.6796 -1.7238 -3.1987
C 1.7925 -3.0387 -2.4318
C 1.8215 -2.6053 -0.9584
N 3.7941 0.1458 0.9456
C 4.8319 -0.7386 0.4497
C 6.0734 -0.2127 1.1648
C 5.5436 0.1309 2.5663
C 4.0136 0.2552 2.3857
H 3.8497 2.3596 -0.4412
H 2.7801 2.7192 0.9095
H 2.4583 3.5543 -2.0003
H 2.2929 4.5686 -0.5551
H 0.0170 3.5852 -1.6889
H 0.2096 3.4390 0.0605
H 0.6159 1.3158 -2.0533
H -0.0679 1.1388 -0.4213
H 3.5924 -0.9186 -2.6237
H 2.3030 0.2655 -2.4818
H 2.0327 -1.7921 -4.2315
H 0.6430 -1.3769 -3.2196
H 2.7290 -3.5362 -2.7031
H 0.9778 -3.7369 -2.6366
H 2.4825 -3.2418 -0.3652
H 0.8358 -2.6739 -0.4896
H 4.9071 -0.6873 -0.6384
H 4.6480 -1.7926 0.7260
H 6.4174 0.6911 0.6557
H 6.8983 -0.9300 1.1814
H 5.9940 1.0447 2.9591
H 5.7718 -0.6707 3.2723
H 3.6244 1.2090 2.7534
H 3.4878 -0.5426 2.9220
C -3.7767 -1.1981 -3.1720
C -3.1191 0.1841 -3.0392
C -2.1006 0.3802 -4.1601
C -4.1936 1.2649 -3.1143
N -2.4418 0.3809 -1.7581
N -1.5603 -0.6090 -1.3084
H -4.3898 -1.2458 -4.0759
H -4.4153 -1.4047 -2.3101
H -3.0303 -1.9917 -3.2433
H -2.5616 0.2338 -5.1407
H -1.2844 -0.3367 -4.0582
H -1.6765 1.3837 -4.1071
H -4.6415 1.3000 -4.1097
H -3.7543 2.2377 -2.8889
H -4.9878 1.0716 -2.3889
H -3.0984 0.5846 -1.0130
H -0.6061 -0.4064 -1.5710
H -1.8195 -1.5587 -1.5430
C -0.2019 5.1880 2.9768
C 0.8241 4.2155 2.9546
C 0.5331 2.9281 2.5972
C -0.7799 2.5195 2.2412
C -1.0278 1.1615 1.8458
C -2.3559 0.8686 1.5585
C -3.3874 1.8235 1.6201
C -3.1313 3.1273 1.9621
C -1.8096 3.5036 2.2842
C -1.4812 4.8363 2.6521
H 0.0278 6.2120 3.2537
H 1.8401 4.4930 3.2133
H 1.2979 2.1580 2.5578
H -2.6075 -0.1494 1.2737
H -4.4069 1.5203 1.3896
H -3.9221 3.8710 1.9988
H -2.2759 5.5773 2.6711
*
```



The following is a DFT calculation (ωB97M-V/def2-TZVPD) of a structure of composition C33H47N8O6RbSi3.

Gap between HOMO and LUMO (eV): 5.29
Relative energy (zero: lowest compared OMol25 entry of this formula, charge and spin) (kcal/mol): 20.5
E (eV): -83482.7615
HOMO (eV): -1.77
Largest force on an atom (Eh/bohr): 0.0096

```
! wB97M-V def2-TZVPD RIJCOSX def2/J DEFGRID3
* xyz -2 1
Rb -1.1900 -0.0488 -0.7280
O -4.0518 4.0202 1.3746
C -3.3996 3.1687 0.7688
N -3.2700 1.8506 1.0080
C -4.2163 1.2135 1.7238
O -5.3939 1.5192 1.9140
C -3.7686 -0.1250 2.3118
C -4.6240 -0.7528 3.2193
C -4.2431 -1.9544 3.7850
C -3.0205 -2.5046 3.4244
C -2.2422 -1.8137 2.5112
N -2.5978 -0.6531 1.9677
C -2.5475 3.6812 -0.3938
C -2.7712 4.9812 -0.8481
C -2.0508 5.4501 -1.9311
C -1.1185 4.6148 -2.5316
C -0.9479 3.3461 -2.0030
N -1.6396 2.8900 -0.9588
H -5.5627 -0.2681 3.4464
H -4.8872 -2.4585 4.4973
H -2.6718 -3.4428 3.8384
H -1.2848 -2.2126 2.1942
H -3.5109 5.5765 -0.3322
H -2.2121 6.4548 -2.3061
H -0.5323 4.9338 -3.3840
H -0.2188 2.6598 -2.4277
C 1.9147 -2.5430 -0.8069
O 1.3551 -2.1730 0.4437
Si 2.2429 -1.4744 1.7412
C 1.5454 -2.4519 3.2096
C 3.9684 -2.2669 1.5793
C 2.1599 0.2934 1.8642
Si 3.0552 1.3215 0.6674
C 3.6692 0.4367 -0.8900
C 2.0513 2.7753 -0.0356
C 4.6505 2.1088 1.3589
Si 1.6662 1.0979 3.4087
C 1.6068 2.9887 3.2942
C -0.0364 0.6769 4.1098
C 2.8783 0.7882 4.8536
H 2.9333 -2.1728 -0.9219
H 1.3070 -2.1271 -1.6148
H 1.9403 -3.6362 -0.9029
H 1.5948 -3.5240 2.9892
H 0.5110 -2.2045 3.4427
H 2.1447 -2.2694 4.1067
H 3.9062 -3.3487 1.4149
H 4.4864 -2.1018 2.5298
H 4.5934 -1.8315 0.7966
H 2.8414 0.0434 -1.4860
H 4.3886 -0.3629 -0.6935
H 4.1884 1.1835 -1.5032
H 0.9947 2.5050 -0.1016
H 2.4014 3.0261 -1.0436
H 2.1159 3.6797 0.5727
H 5.3720 1.3244 1.6107
H 4.4618 2.6899 2.2661
H 5.1127 2.7733 0.6189
H 0.8289 3.3174 2.6010
H 2.5534 3.4371 2.9838
H 1.3588 3.3837 4.2859
H -0.8104 0.9066 3.3733
H -0.2202 1.2937 4.9973
H -0.1529 -0.3665 4.4052
H 3.8735 1.1516 4.5764
H 2.9691 -0.2790 5.0790
H 2.5666 1.3045 5.7691
O -1.2028 -1.4179 -3.6206
N -0.4800 -0.8488 -4.4561
N 0.4769 -0.1218 -3.9412
O 0.6840 0.0117 -2.6580
C 1.2768 0.6095 -4.8509
C 2.2277 1.4761 -4.3194
C 3.0351 2.2233 -5.1654
C 2.9103 2.1159 -6.5427
C 1.9604 1.2443 -7.0679
C 1.1466 0.4933 -6.2386
H 2.3099 1.5361 -3.2430
H 3.7694 2.8953 -4.7371
H 3.5433 2.6996 -7.2003
H 1.8520 1.1493 -8.1424
H 0.4068 -0.1808 -6.6427
C -5.3660 -3.4663 -2.1642
N -4.1178 -3.7414 -1.4776
C -3.6555 -4.9932 -1.2877
C -2.4837 -5.2155 -0.6594
C -1.7457 -4.0567 -0.2360
N -2.1788 -2.8306 -0.4291
C -3.3799 -2.6124 -1.0257
O -3.8806 -1.5150 -1.1950
N -0.5681 -4.2172 0.3927
H -5.8365 -4.4118 -2.4317
H -5.1784 -2.8753 -3.0595
H -6.0269 -2.8886 -1.5203
H -4.2764 -5.7947 -1.6675
H -2.1053 -6.2154 -0.5079
H -0.1867 -5.1405 0.4794
H 0.0555 -3.4102 0.5259
*
```



The following is a DFT calculation (ωB97M-V/def2-TZVPD) of a structure of composition C33H48AlP2.

Gap between HOMO and LUMO (eV): 6.73
Relative energy (zero: lowest compared OMol25 entry of this formula, charge and spin) (kcal/mol): 0.0
E (eV): -60166.2397
HOMO (eV): -9.85
Largest force on an atom (Eh/bohr): 0.1344

```
! wB97M-V def2-TZVPD RIJCOSX def2/J DEFGRID3
* xyz 1 1
Al 0.0000 0.0000 0.0000
C -0.9396 -1.7548 0.9426
C 0.3839 -2.0912 0.4572
C 0.6068 -0.4265 2.0791
C -0.8139 -0.7217 1.9205
C 1.3328 -1.2823 1.1961
C -2.2112 -2.4388 0.5397
H -2.1327 -2.8635 -0.4651
H -3.0573 -1.7464 0.5527
H -2.4406 -3.2628 1.2288
C -1.9135 -0.0705 2.7001
H -2.8886 -0.2681 2.2463
H -1.7715 1.0142 2.7292
H -1.9387 -0.4440 3.7330
C 1.1691 0.5705 3.0439
H 1.2951 0.1262 4.0407
H 0.5030 1.4344 3.1334
H 2.1454 0.9335 2.7110
C 2.8249 -1.3914 1.1016
H 3.2113 -2.0725 1.8719
H 3.3052 -0.4193 1.2431
H 3.1334 -1.7865 0.1296
C 0.7219 -3.2250 -0.4637
H 0.9406 -4.1447 0.0978
H 1.6008 -2.9920 -1.0721
H -0.1065 -3.4420 -1.1444
C -1.8092 1.5270 -6.8751
C -1.8726 0.1902 -6.8905
C -1.0381 -0.8138 -7.6420
C 0.3141 -0.3290 -8.2099
C 1.2519 0.1877 -7.1454
C 1.3113 1.4087 -6.6008
C 0.4846 2.6373 -6.8767
C -0.8583 2.4380 -7.6135
H -1.6380 -1.2337 -8.4647
H 0.1469 0.4147 -8.9910
H -0.8463 -1.6573 -6.9640
H -0.6782 2.0878 -8.6315
H -2.5171 2.0381 -6.2221
H -2.6429 -0.2646 -6.2664
H -1.3286 3.4235 -7.7119
H 0.2811 3.1221 -5.9116
H 2.0710 1.5591 -5.8327
H 1.0948 3.3599 -7.4412
H 0.7887 -1.1848 -8.7044
H 1.9521 -0.5516 -6.7555
P -1.2082 0.2993 -1.9062
C -2.8315 1.1595 -1.9408
C -1.4920 -1.0750 -3.0997
P 1.3664 0.8335 -1.6189
C 0.0156 1.4075 -2.7574
C 2.4130 -0.2652 -2.6634
C 2.4881 2.2634 -1.3477
H -2.8072 1.9335 -1.1695
H -3.6190 0.4401 -1.6941
H -3.0390 1.6008 -2.9216
H -1.6367 -0.6974 -4.1179
H -2.3841 -1.6333 -2.7997
H -0.6393 -1.7584 -3.0821
H 2.7609 2.7530 -2.2888
H 3.3960 1.9115 -0.8469
H 1.9705 2.9636 -0.6872
H -0.2286 2.4410 -2.4901
H 0.1555 1.3146 -3.8398
H 3.3689 -0.4367 -2.1590
H 2.6060 0.1807 -3.6453
H 1.9169 -1.2304 -2.7925
C -1.7134 5.1409 4.4763
C -1.5159 3.8182 4.7724
C -1.1512 2.9052 3.7824
C -0.9510 3.2373 2.3620
C -0.5542 2.3266 1.1475
C -0.4214 3.1522 0.0696
C -0.6069 4.5004 -0.1137
C -0.9943 5.2638 0.9250
C -1.1615 4.6745 2.1598
C -1.5342 5.5677 3.1843
H -1.9962 5.8404 5.2529
H -1.6447 3.4857 5.7961
H -1.0404 1.9476 4.2646
H -0.1248 2.6642 -0.6877
H -0.4428 4.9481 -1.0865
H -1.1416 6.3270 0.7648
H -1.6838 6.6233 2.9823
*
```



> relative energy (zero: lowest compared OMol25 entry of this formula, charge and spin) of number 1 (C33H47N6OPPdS2)?

7.3 kcal/mol